No. 1
Here is C28H36F6FeN10O5S4 as an isolated structure from the OMol25 dataset. Energies are from ωB97M-V/def2-TZVPD.

For the molar mass, the calculation gives 890.8 g/mol. As for the multiplicity: 5. Its orbital gap (spin up / spin down) is 0.2702 / 0.2695 Eh.

Positions of all 90 atoms, in Å:
Fe: 0.1044 -0.3273 0.1607
N: -2.1921 0.4718 -0.3185
N: -3.1044 -0.4586 -0.8621
C: -3.2113 -1.6852 -0.3115
N: -4.0897 -2.5444 -0.8883
S: -2.4695 -2.0232 1.1359
H: -2.6126 0.9014 0.5022
H: -2.0074 1.1625 -1.0536
H: -3.2903 -0.3199 -1.8490
H: -4.2136 -2.4771 -1.8872
H: -4.0237 -3.4906 -0.5460
C: 1.3785 -1.6389 3.6763
C: -0.0525 -1.3145 3.9638
C: -0.7966 -2.1394 4.7909
C: -2.1211 -1.8662 5.0736
C: -2.7037 -0.7268 4.5568
C: -1.9942 0.1252 3.7261
C: -2.6769 1.3660 3.2212
C: -0.6679 -0.1905 3.3924
N: -0.0357 0.5923 2.4202
C: 0.7768 1.5510 2.6671
C: 1.2654 1.8899 4.0429
C: 1.1592 2.4245 1.5467
C: 2.1127 3.5543 1.8090
N: 0.5744 2.2125 0.4266
C: 0.6707 3.0571 -0.6788
C: -0.4888 3.7664 -1.0365
C: -1.7364 3.7066 -0.2027
C: -0.4729 4.6074 -2.1355
C: 0.6695 4.7606 -2.8975
C: 1.8068 4.0610 -2.5461
C: 1.8356 3.2184 -1.4435
C: 3.1192 2.5157 -1.1230
H: 1.6116 -2.6404 4.0265
H: 2.0579 -0.9385 4.1627
H: 1.5573 -1.5999 2.6047
H: -0.3260 -3.0155 5.2088
H: -2.6941 -2.5383 5.6909
H: -3.7324 -0.4933 4.7876
H: -3.4955 1.0903 2.5572
H: -1.9867 2.0157 2.6911
H: -3.1052 1.9229 4.0557
H: 0.8306 1.2029 4.7633
H: 0.9815 2.9040 4.3193
H: 2.3508 1.8150 4.0831
H: 3.1049 3.1516 2.0068
H: 1.8017 4.1330 2.6750
H: 2.1675 4.2170 0.9491
H: -2.5926 3.4481 -0.8243
H: -1.9294 4.6878 0.2341
H: -1.6316 2.9809 0.5977
H: -1.3726 5.1522 -2.3804
H: 0.6713 5.4259 -3.7477
H: 2.7081 4.1731 -3.1307
H: 3.4780 1.9954 -2.0068
H: 2.9866 1.7907 -0.3294
H: 3.8819 3.2359 -0.8281
F: -0.0668 -3.9862 -4.3359
C: 0.4161 -4.0160 -3.0818
F: 0.6862 -5.2806 -2.7968
F: 1.5539 -3.3196 -3.1178
S: -0.8260 -3.2405 -1.8741
O: -0.2571 -1.9362 -1.6316
O: -2.0551 -3.2474 -2.6039
N: -0.8127 -4.1685 -0.6209
S: 0.4883 -3.8258 0.2391
O: 1.6811 -4.0820 -0.4950
O: 0.4192 -2.5719 0.9360
C: 0.3688 -5.1471 1.5751
F: -0.8390 -5.1606 2.1236
F: 1.2570 -4.9268 2.5441
F: 0.6088 -6.3556 1.0746
S: 4.4326 -1.2017 1.5852
C: 3.1509 -0.7254 0.7933
N: 2.2350 -0.2934 0.1846
C: 1.4085 -1.1689 -5.3528
N: 0.6782 -0.4737 -4.3327
C: -0.6754 -0.0450 -4.5366
C: -0.9669 0.6357 -3.1947
O: -2.0389 1.1518 -2.9129
N: 0.1267 0.5547 -2.4159
C: 1.0622 -0.1183 -3.0945
N: 2.2864 -0.3210 -2.6158
H: 0.7493 -1.8955 -5.8286
H: 2.2572 -1.6995 -4.9294
H: 1.7706 -0.4691 -6.1113
H: -1.3488 -0.8927 -4.7004
H: -0.7690 0.6626 -5.3654
H: 2.3554 -0.2156 -1.5942
H: 2.8269 -1.0757 -3.0083

Computed Mulliken charges, given in elementary charges: number 1, Fe, carries 3.141; number 2, N, carries -0.302; number 3, N, carries -0.314; number 4, C, carries -0.063; number 5, N, carries -0.376; number 6, S, carries -0.103; number 7, H, carries 0.126; number 8, H, carries -0.001; number 9, H, carries 0.348; number 10, H, carries 0.278; number 11, H, carries 0.294; number 12, C, carries -0.825; number 13, C, carries 1.278; number 14, C, carries -0.610; number 15, C, carries -1.063; number 16, C, carries -0.654; number 17, C, carries 1.014; number 18, C, carries -1.959; number 19, C, carries -1.290; number 20, N, carries 1.515; number 21, C, carries 0.688; number 22, C, carries -2.386; number 23, C, carries 0.906; number 24, C, carries -2.330; number 25, N, carries 0.973; number 26, C, carries -0.677; number 27, C, carries 1.244; number 28, C, carries -2.128; number 29, C, carries -0.841; number 30, C, carries -0.956; number 31, C, carries -1.104; number 32, C, carries 2.082; number 33, C, carries -1.617; number 34, H, carries 0.399; number 35, H, carries 0.324; number 36, H, carries -0.479; number 37, H, carries 0.483; number 38, H, carries 0.404; number 39, H, carries 0.455; number 40, H, carries 0.334; number 41, H, carries -0.014; number 42, H, carries 0.543; number 43, H, carries 0.496; number 44, H, carries 0.495; number 45, H, carries 0.387; number 46, H, carries 0.380; number 47, H, carries 0.558; number 48, H, carries 0.415; number 49, H, carries 0.437; number 50, H, carries 0.531; number 51, H, carries -0.126; number 52, H, carries 0.474; number 53, H, carries 0.435; number 54, H, carries 0.503; number 55, H, carries 0.520; number 56, H, carries -0.177; number 57, H, carries 0.450; number 58, F, carries -0.287; number 59, C, carries 0.474; number 60, F, carries -0.238; number 61, F, carries -0.177; number 62, S, carries 0.874; number 63, O, carries -0.290; number 64, O, carries -0.748; number 65, N, carries -0.537; number 66, S, carries 0.942; number 67, O, carries -0.755; number 68, O, carries -0.433; number 69, C, carries 0.473; number 70, F, carries -0.223; number 71, F, carries -0.202; number 72, F, carries -0.208; number 73, S, carries -0.407; number 74, C, carries -0.095; number 75, N, carries -0.253; number 76, C, carries -1.001; number 77, N, carries 0.285; number 78, C, carries -0.436; number 79, C, carries -0.212; number 80, O, carries -0.869; number 81, N, carries 0.644; number 82, C, carries -0.554; number 83, N, carries 0.020; number 84, H, carries 0.331; number 85, H, carries 0.335; number 86, H, carries 0.306; number 87, H, carries 0.306; number 88, H, carries 0.404; number 89, H, carries -0.331; number 90, H, carries 0.348



No. 2
Here is a 3-piece molecular cluster, C28H36F8N2O8S2 overall from the OMol25 dataset. Energies are from ωB97M-V/def2-TZVPD.

For the molar mass, the calculation gives 744.7 g/mol. As for the SMILES: CNCc1cc2c(c(O)c1CN)C(=O)C=C(CCOCC(F)(F)C(F)(F)C(F)(F)C(F)F)C2=O.O=S1(=O)CCCC1.O=S1(=O)CCCC1. Its orbital gap is 0.3047 Eh.

Positions of all 84 atoms, in Å:
C: -0.3894 -0.9779 7.9084
N: -0.5572 -1.2439 6.4533
C: -0.7228 -2.6973 6.2489
C: -0.7728 -3.0923 4.7941
C: 0.3343 -2.9261 4.0517
C: 0.3553 -3.2944 2.7550
C: -0.7712 -3.8479 2.1904
C: -1.9060 -3.9833 2.9320
O: -3.0651 -4.5145 2.3973
C: -1.9233 -3.6047 4.2604
C: -3.1940 -3.7662 5.0559
N: -3.7534 -2.4183 5.3346
C: -0.6939 -4.2897 0.7578
O: -1.5425 -5.0134 0.2555
C: 0.4722 -3.8572 -0.0519
C: 1.5444 -3.2807 0.4862
C: 2.7207 -2.8020 -0.3191
C: 2.7867 -1.2482 -0.2407
O: 2.5663 -0.6381 -1.5041
C: 1.2235 -0.5794 -1.8813
C: 0.5310 0.7175 -1.4932
F: -0.6287 0.8381 -2.1500
F: 0.1969 0.6323 -0.1727
C: 1.3597 2.0276 -1.5881
F: 2.3088 2.0345 -0.6547
F: 0.4960 3.0228 -1.2574
C: 1.8962 2.4043 -2.9866
F: 2.1511 3.7251 -2.9935
F: 0.9290 2.2027 -3.8988
C: 3.1637 1.7067 -3.5197
F: 4.0978 1.5207 -2.5831
F: 2.8656 0.5504 -4.1290
C: 1.5927 -3.0993 1.9460
O: 2.6310 -2.7547 2.5102
H: -1.0692 -0.1990 8.2406
H: 0.6444 -0.7469 8.1530
H: -0.6306 -1.8667 8.4900
H: 0.3572 -1.0397 6.0682
H: 0.1508 -3.2104 6.6819
H: -1.5687 -3.0635 6.8110
H: 1.2188 -2.4954 4.4938
H: -3.6205 -3.7733 2.1366
H: -3.9434 -4.3186 4.5108
H: -2.9333 -4.2557 5.9873
H: -4.6896 -2.3326 4.9719
H: -3.7514 -2.2082 6.3206
H: 0.4266 -4.0341 -1.1115
H: 3.6381 -3.2316 0.0666
H: 2.5184 -3.0920 -1.3444
H: 2.0863 -0.8929 0.5124
H: 3.7793 -0.9395 0.0644
H: 1.0879 -0.7375 -2.9491
H: 0.6518 -1.3685 -1.4043
H: 3.5837 2.3635 -4.2852
O: -1.3502 -2.6065 -1.7587
S: -2.2514 -3.3392 -2.6210
O: -1.9924 -4.7031 -2.9893
C: -3.9061 -3.1943 -1.9645
C: -4.4564 -1.9241 -2.6070
C: -4.0207 -1.9749 -4.0777
C: -2.5361 -2.3603 -4.1016
H: -3.8619 -3.1517 -0.8790
H: -4.4623 -4.0753 -2.2824
H: -5.5391 -1.8648 -2.5071
H: -4.0240 -1.0446 -2.1242
H: -4.6060 -2.7303 -4.6057
H: -4.1857 -1.0233 -4.5805
H: -2.2783 -2.9580 -4.9720
H: -1.8926 -1.4831 -4.0501
O: 3.1933 10.3124 -2.0631
S: 2.7733 9.5950 -3.2388
O: 2.6678 10.2464 -4.5185
C: 3.7823 8.1258 -3.4015
C: 3.0369 7.0645 -2.5983
C: 1.5540 7.2380 -2.9494
C: 1.2367 8.7370 -2.8715
H: 4.7838 8.3300 -3.0303
H: 3.8198 7.8679 -4.4596
H: 3.3932 6.0631 -2.8336
H: 3.1860 7.2330 -1.5295
H: 1.3758 6.8756 -3.9640
H: 0.9121 6.6658 -2.2811
H: 0.4847 9.0365 -3.5968
H: 0.9247 9.0317 -1.8714

Computed Mulliken charges, given in elementary charges: number 1, C, carries -0.860; number 2, N, carries -0.474; number 3, C, carries -1.116; number 4, C, carries 1.603; number 5, C, carries -1.108; number 6, C, carries -0.063; number 7, C, carries 0.172; number 8, C, carries -0.018; number 9, O, carries -0.625; number 10, C, carries 0.258; number 11, C, carries -1.586; number 12, N, carries -0.461; number 13, C, carries 0.097; number 14, O, carries -0.625; number 15, C, carries -0.245; number 16, C, carries 0.821; number 17, C, carries -1.453; number 18, C, carries -0.581; number 19, O, carries -0.369; number 20, C, carries -0.395; number 21, C, carries 0.910; number 22, F, carries -0.333; number 23, F, carries -0.369; number 24, C, carries 0.591; number 25, F, carries -0.252; number 26, F, carries -0.342; number 27, C, carries 0.609; number 28, F, carries -0.242; number 29, F, carries -0.288; number 30, C, carries 0.008; number 31, F, carries -0.230; number 32, F, carries -0.260; number 33, C, carries 0.533; number 34, O, carries -0.683; number 35, H, carries 0.294; number 36, H, carries 0.327; number 37, H, carries 0.316; number 38, H, carries 0.304; number 39, H, carries 0.433; number 40, H, carries 0.694; number 41, H, carries 0.571; number 42, H, carries 0.277; number 43, H, carries 0.523; number 44, H, carries 0.395; number 45, H, carries 0.230; number 46, H, carries 0.181; number 47, H, carries 0.380; number 48, H, carries 0.457; number 49, H, carries 0.405; number 50, H, carries 0.393; number 51, H, carries 0.362; number 52, H, carries 0.545; number 53, H, carries -0.076; number 54, H, carries 0.347; number 55, O, carries -0.492; number 56, S, carries 1.263; number 57, O, carries -0.826; number 58, C, carries -0.470; number 59, C, carries -0.536; number 60, C, carries -0.663; number 61, C, carries -0.588; number 62, H, carries 0.068; number 63, H, carries 0.406; number 64, H, carries 0.397; number 65, H, carries 0.249; number 66, H, carries 0.296; number 67, H, carries 0.366; number 68, H, carries 0.390; number 69, H, carries 0.148; number 70, O, carries -0.648; number 71, S, carries 1.132; number 72, O, carries -0.661; number 73, C, carries -0.742; number 74, C, carries -0.450; number 75, C, carries -0.551; number 76, C, carries -0.689; number 77, H, carries 0.404; number 78, H, carries 0.363; number 79, H, carries 0.207; number 80, H, carries 0.305; number 81, H, carries 0.302; number 82, H, carries 0.310; number 83, H, carries 0.356; number 84, H, carries 0.370